1.
Entry from the OMol25 dataset: the molecule C4H6N2O at a distorted geometry (wB97M-V/def2-TZVPD).

```
13
Properties=species:S:1:pos:R:3:forces:R:3
C 0.334 2.233 0.130 -1.66 -1.67 -0.25
O -0.578 1.074 -0.303 4.55 1.35 0.21
C 0.177 -0.142 -0.058 -6.13 -2.70 0.21
C 1.503 -0.659 0.000 -2.68 2.54 -0.57
N 2.518 -1.163 -0.014 2.48 -1.13 0.17
C -0.855 -1.112 0.056 1.07 5.03 -0.27
N -2.200 -0.892 0.132 -1.57 4.55 -1.07
H 1.390 1.907 -0.135 -1.30 1.48 -0.37
H -0.227 3.189 -0.160 1.60 -1.38 -0.07
H 0.268 2.107 1.196 0.23 0.57 0.72
H -0.729 -2.059 0.259 1.83 -5.00 0.50
H -2.451 0.292 0.079 0.74 -4.96 -0.25
H -2.798 -1.562 -0.420 0.83 1.33 1.05
```
Forces are in eV/Å.

Summary:
Multiplicity   1
HOMO level   -8.1 eV
Kohn-Sham gap   8.802 eV
Total charge   0

2.
Entry from the OMol25 dataset: the molecule C4H6N2O2 at a distorted geometry (wB97M-V/def2-TZVPD).

```
14
Properties=species:S:1:pos:R:3:forces:R:3
H 0.352 -1.865 -2.231 -0.52 0.39 0.30
N 0.973 -1.104 -1.979 0.17 2.59 2.40
C 0.567 -0.313 -0.973 5.53 -2.11 -5.30
C 1.421 0.710 -0.274 -0.45 1.67 -1.26
O 0.839 1.139 1.050 -0.09 -0.59 -3.63
C -0.386 0.618 0.983 -1.94 -1.88 0.51
C -1.284 0.730 2.005 -1.98 0.31 -3.25
N -0.458 -0.322 -0.286 -6.00 2.31 6.26
O -1.468 -1.196 -0.527 -0.36 0.15 0.50
H 2.174 0.143 0.029 3.93 -2.01 1.10
H 1.784 1.435 -1.026 -0.49 0.45 1.08
H -2.404 0.581 1.734 2.17 -0.43 0.65
H -1.146 1.581 2.648 0.43 -0.13 0.50
H -1.244 -1.908 0.077 -0.39 -0.71 0.15
```
Forces are in eV/Å.

Summary:
Multiplicity   1
HOMO level   -8.9 eV
Kohn-Sham gap   9.478 eV
Total charge   0

3.
Entry from the OMol25 dataset: a cluster of 2 separate species, C4H6N2O2 in total at a distorted geometry (wB97M-V/def2-TZVPD).

```
14
Properties=species:S:1:pos:R:3:forces:R:3
O 0.834 -1.218 -1.993 -0.08 0.25 0.24
C 0.725 -0.353 -1.180 0.87 0.07 -0.63
C 1.504 0.034 0.102 -0.15 -0.21 0.54
N 0.553 1.127 0.282 -0.10 0.46 -1.46
C -0.062 0.969 -1.025 0.31 0.95 0.90
O -0.793 1.670 -1.652 0.19 -0.08 0.08
H 2.533 0.341 -0.088 0.00 -0.07 -0.17
H 1.476 -0.702 0.905 0.07 -0.12 -0.02
H 0.748 2.008 0.738 0.00 -0.11 -0.27
C -1.425 -0.532 1.109 -2.61 -1.68 -0.37
N -1.274 -0.825 -0.119 0.40 0.92 1.41
H -1.418 0.434 1.593 1.06 0.62 -0.83
H -1.955 -1.193 1.799 0.35 -0.73 0.00
H -1.447 -1.759 -0.471 -0.31 -0.26 0.58
```
Forces are in eV/Å.

Summary:
Multiplicity   1
HOMO level   -9.2 eV
Kohn-Sham gap   9.316 eV
Total charge   0

4.
Entry from the OMol25 dataset: the molecule C4H6N2O2 at a distorted geometry (wB97M-V/def2-TZVPD).

```
14
Properties=species:S:1:pos:R:3:forces:R:3
O -0.589 -0.069 -3.270 1.17 -0.71 1.98
C -0.339 -0.506 -2.170 -3.19 1.30 -3.48
O -1.493 -1.069 -1.489 2.72 0.85 -1.47
C -1.058 -1.545 -0.329 0.09 2.02 2.76
N -0.319 -0.878 0.522 -0.85 -1.21 -1.03
N 0.041 0.539 0.179 -0.09 -0.05 2.27
C 1.350 0.788 0.878 -0.60 2.31 0.78
C -0.021 1.224 1.612 2.55 0.02 -2.02
H 0.631 -0.480 -1.685 -0.15 -0.53 0.27
H -1.631 -2.450 -0.117 0.95 -0.11 0.74
H 1.843 -0.127 1.217 -0.26 0.41 0.10
H 2.148 1.667 0.557 -2.61 -2.40 0.28
H -0.261 2.371 1.661 0.33 -2.65 -0.34
H -0.302 0.534 2.434 -0.06 0.75 -0.83
```
Forces are in eV/Å.

Summary:
Multiplicity   1
HOMO level   -9.5 eV
Kohn-Sham gap   10.388 eV
Total charge   0

5.
Entry from the OMol25 dataset: the molecule C4H6N2O2 at a distorted geometry (wB97M-V/def2-TZVPD).

```
14
Properties=species:S:1:pos:R:3:forces:R:3
C -0.389 -2.678 1.405 2.94 -0.73 0.39
N -1.304 -1.938 0.591 -6.03 1.41 6.34
N -1.032 -0.603 0.364 4.40 -0.60 -1.05
C 0.245 -0.498 0.046 -1.55 -1.76 -0.54
C 0.797 0.781 -0.377 -1.65 0.18 -1.47
O 1.942 0.822 -0.618 3.72 0.70 -0.43
C -0.176 1.905 -0.785 -0.48 2.94 1.71
O 0.066 3.063 -1.160 -0.15 -3.68 0.50
H -0.752 -3.438 2.105 -1.16 0.58 -0.18
H 0.070 -3.307 0.681 1.90 -0.51 -0.11
H 0.292 -2.003 2.031 -0.47 -0.92 -1.14
H -1.979 -1.757 1.545 0.54 -0.63 -4.08
H 0.947 -1.452 -0.208 -1.61 2.50 1.01
H -1.149 1.604 -0.345 -0.41 0.51 -0.95
```
Forces are in eV/Å.

Summary:
Multiplicity   1
HOMO level   -9.7 eV
Kohn-Sham gap   8.631 eV
Total charge   0

6.
Entry from the OMol25 dataset: the molecule C4H6N2O2 at a distorted geometry (wB97M-V/def2-TZVPD).

```
14
Properties=species:S:1:pos:R:3:forces:R:3
H 0.039 -2.773 -0.015 0.21 0.23 0.17
N -0.692 -2.167 -0.373 -0.48 -0.74 -0.44
C -0.625 -0.968 -0.106 1.81 1.62 1.41
C -1.446 0.234 -0.451 -0.79 0.17 -0.59
N -0.502 1.149 0.210 -0.04 0.25 0.30
C 0.377 0.084 0.720 -1.04 -1.47 -1.03
C 1.754 0.119 0.098 -0.07 0.06 0.18
O 2.599 -0.700 0.332 -0.02 0.01 0.00
O 1.909 1.121 -0.766 0.30 0.09 -0.25
H -1.524 0.422 -1.526 -0.07 -0.07 0.07
H -2.458 0.201 -0.035 0.08 0.06 0.06
H -0.906 1.760 0.908 0.03 -0.13 -0.01
H 0.408 -0.107 1.791 0.04 0.10 -0.02
H 1.066 1.625 -0.786 0.04 -0.17 0.16
```
Forces are in eV/Å.

Summary:
Multiplicity   1
HOMO level   -9.8 eV
Kohn-Sham gap   10.374 eV
Total charge   0

Energy relative to the best compared isomer or geometry (same formula, charge and spin) values (in eV) by entry order: 4.449, 5.489, 3.141, 5.007, 5.361, 1.618.
LUMO values (in eV) by entry order: 0.66, 0.60, 0.09, 0.87, -1.03, 0.58.